(1)
Formula: C3H5FO2
Source: the Open Molecules 2025 dataset
Level of theory: ωB97M-V/def2-TZVPD

Properties
SMILES string: O=C(O)F.C=C
Frontier orbital gap (eV): 10.808
Spin multiplicity: 1
Energy relative to the best compared isomer or geometry (same formula, charge and spin) (kJ/mol): 101.5
Total charge: 0

Last column: Mulliken charge in e.
CARTESIAN COORDINATES (ANGSTROEM)
F 1.477 -0.791 0.258  -0.18
O 2.453 0.942 1.149  -0.47
O 1.627 1.002 -0.958  -0.40
C 1.808 0.476 0.261  0.69
C -1.476 -1.201 0.008  -0.47
C -1.596 0.077 0.139  -0.44
H 2.004 1.910 -1.026  0.36
H -0.766 0.765 0.405  0.12
H -2.301 -1.794 -0.379  0.19
H -0.726 -1.828 0.245  0.33
H -2.505 0.442 -0.101  0.27

---

(2)
Formula: C27H33NO3
Source: the Open Molecules 2025 dataset
Level of theory: ωB97M-V/def2-TZVPD

Properties
SMILES string: COc1ccc(CNCC[C@H](c2ccccc2)c2ccc(OC(C)C)cc2)cc1OC
Frontier orbital gap (eV): 8.569
Spin multiplicity: 1
Energy relative to the best compared isomer or geometry (same formula, charge and spin) (kJ/mol): 25.3
Total charge: 0

Last column: Mulliken charge in e.
CARTESIAN COORDINATES (ANGSTROEM)
O -2.129 0.549 -1.766  -0.30
O 1.574 2.711 -3.415  -0.42
O -0.693 3.822 -2.799  -0.46
N 1.658 1.079 2.496  -0.27
C -0.303 -1.101 1.601  0.18
C 1.947 2.006 -1.112  -0.50
C -3.331 0.322 -3.784  -1.57
C -0.528 -3.958 2.093  -0.33
C 1.841 -1.417 2.908  -0.60
C -1.373 -0.214 1.681  0.17
C -0.386 3.311 -0.434  -0.48
C 0.019 -3.137 3.068  -0.35
C -0.766 -5.299 2.350  -0.87
C 2.181 0.023 3.336  -1.08
C -0.421 -0.920 -0.812  -0.46
C 1.221 2.647 -2.096  0.56
C -1.998 4.278 -2.540  -0.96
C 2.342 1.245 1.229  -0.89
C 0.066 -5.027 4.573  -0.76
C 0.006 3.280 -1.758  1.05
C -1.947 0.322 0.549  -1.09
C 0.317 -1.664 2.857  0.27
C 2.801 2.153 -3.804  -0.99
C 0.378 2.696 0.549  -0.68
C 0.157 -1.438 0.334  -0.39
C 0.300 -3.690 4.315  -0.29
C -0.465 -5.841 3.586  -0.43
C -2.023 -0.013 -3.071  0.48
C 1.528 2.009 0.219  -0.31
C -1.481 -0.026 -0.720  0.19
C -0.830 0.543 -3.845  -1.04
H 0.983 -2.127 0.226  0.41
H -1.193 -5.921 1.576  0.40
H 1.781 0.190 4.342  0.52
H 2.893 2.359 -4.869  0.26
H 0.293 -5.435 5.547  0.38
H 2.618 0.280 0.769  0.31
H -0.122 -1.135 3.714  0.38
H -0.806 0.108 -4.841  0.53
H -1.933 -1.107 -2.981  0.40
H 3.641 2.613 -3.272  0.37
H 3.269 0.136 3.387  0.44
H 0.105 0.314 -3.340  0.15
H -3.342 -0.126 -4.774  0.40
H 2.858 1.483 -1.361  0.48
H 0.059 2.762 1.576  0.50
H 0.702 -3.061 5.097  0.41
H -4.176 -0.053 -3.214  0.39
H 0.675 0.897 2.320  0.20
H -0.031 -1.224 -1.771  0.55
H 2.283 -1.631 1.934  0.22
H -0.907 1.623 -3.932  0.18
H -0.785 -3.554 1.126  0.42
H -2.611 3.487 -2.094  0.34
H -2.771 1.014 0.621  0.42
H -2.410 4.559 -3.509  0.26
H -0.649 -6.886 3.783  0.38
H 2.296 -2.099 3.628  0.63
H 3.279 1.785 1.429  0.52
H -1.765 0.063 2.651  0.36
H -3.427 1.400 -3.881  0.29
H -1.295 3.813 -0.146  0.38
H -1.999 5.155 -1.884  0.38
H 2.825 1.069 -3.645  0.35

---

(3)
Formula: C6H17ClN2Si
Source: the Open Molecules 2025 dataset
Level of theory: ωB97M-V/def2-TZVPD

Properties
Frontier orbital gap (spin up / spin down) (eV): 9.163 / 6.082
Spin multiplicity: 1
Energy relative to the best compared isomer or geometry (same formula, charge and spin) (kJ/mol): 440.5
Total charge: 0

Last column: Mulliken charge in e.
CARTESIAN COORDINATES (ANGSTROEM)
Cl 3.577 -1.165 -1.525  -0.28
Si 1.674 -0.688 -1.166  -0.05
N 0.273 0.879 1.449  -0.38
N 0.975 0.021 -2.524  -0.09
C -0.461 0.429 -2.753  -0.54
C 0.814 -2.200 -0.274  0.73
C -0.275 2.095 1.008  -0.33
C -0.709 -2.257 -0.477  -1.70
C -0.554 3.274 2.022  -1.19
C 1.065 -2.199 1.211  -1.22
H -0.753 0.884 -1.748  0.07
H -0.791 2.808 2.935  0.38
H 2.208 -2.271 1.524  0.26
H 1.396 0.063 -3.394  0.23
H -1.021 -0.494 -2.828  0.23
H -0.495 1.168 -3.531  0.34
H 0.662 -1.264 1.598  0.26
H -1.068 -2.057 -1.439  0.36
H -0.951 -3.210 -0.176  0.56
H 1.117 -3.268 -0.698  0.28
H -1.287 1.770 0.607  0.30
H 0.291 2.663 0.215  0.24
H 1.171 1.095 1.938  0.16
H -1.097 -1.643 0.235  0.39
H 0.491 -2.957 1.785  0.36
H -1.321 3.930 1.549  0.33
H 0.459 3.739 2.274  0.29

---

(4)
Formula: C21H29NO4
Source: the Open Molecules 2025 dataset
Level of theory: ωB97M-V/def2-TZVPD

Properties
SMILES string: COc1ccc(CN(CC[C@H](c2ccco2)C(C)C)C(C)=O)cc1OC
Frontier orbital gap (eV): 8.704
Spin multiplicity: 1
Energy relative to the best compared isomer or geometry (same formula, charge and spin) (kJ/mol): 243.5
Total charge: 0

Last column: Mulliken charge in e.
CARTESIAN COORDINATES (ANGSTROEM)
O -4.843 0.908 0.748  -0.47
O -0.670 2.785 -1.975  -0.68
O -5.045 -1.946 1.229  -0.48
O 4.183 1.091 0.517  -0.30
N 0.086 0.827 -1.170  0.58
C 4.059 -2.786 -1.686  -1.59
C -3.945 0.030 0.192  1.27
C 3.595 -0.036 0.977  -0.47
C -1.990 -0.455 -1.167  -0.08
C 4.449 1.869 1.582  -0.71
C -2.898 0.442 -0.619  -0.42
C 2.193 -0.456 -1.008  -0.46
C 3.182 -1.080 -0.013  0.96
C 4.041 1.266 2.728  -0.44
C 1.110 2.904 -0.388  -1.25
C -6.136 -1.222 1.750  -0.71
C 0.098 2.178 -1.249  1.08
C -4.092 -1.345 0.460  0.45
C -4.718 2.277 0.449  -0.92
C -3.173 -2.233 -0.092  -0.74
C 0.925 0.039 -0.299  -1.28
C 3.483 0.024 2.335  -0.62
C 5.402 -2.216 0.335  -1.48
C -0.855 0.080 -1.996  -1.76
C -2.131 -1.804 -0.890  -0.50
C 4.428 -1.671 -0.710  0.38
H 0.857 2.803 0.666  0.31
H -6.758 -1.967 2.247  0.30
H -1.440 -2.524 -1.304  0.42
H 4.921 -0.864 -1.261  0.30
H 1.079 3.958 -0.652  0.38
H 4.963 -3.266 -2.055  0.47
H 3.512 -2.407 -2.544  0.34
H 5.717 -1.435 1.023  0.34
H 3.058 -0.722 2.975  0.52
H 1.199 0.622 0.580  0.56
H -1.231 0.778 -2.748  0.57
H -3.307 -3.280 0.130  0.42
H 6.287 -2.621 -0.150  0.45
H 2.679 0.381 -1.513  0.03
H -5.817 -0.472 2.476  0.24
H 3.453 -3.541 -1.189  0.35
H -3.766 2.684 0.804  0.34
H 1.913 -1.188 -1.764  0.35
H 0.339 -0.819 0.045  0.01
H 4.922 2.812 1.393  0.51
H 4.932 -3.010 0.912  0.33
H -6.713 -0.737 0.959  0.28
H -5.537 2.763 0.977  0.25
H -4.815 2.467 -0.624  0.36
H 2.115 2.524 -0.548  0.22
H -0.323 -0.735 -2.493  0.38
H -2.764 1.487 -0.846  0.56
H 2.677 -1.879 0.540  0.52
H 4.123 1.649 3.725  0.49

---

(5)
Formula: C5H10N2O
Source: the Open Molecules 2025 dataset
Level of theory: ωB97M-V/def2-TZVPD

Properties
Frontier orbital gap (eV): 9.749
Spin multiplicity: 1
Energy relative to the best compared isomer or geometry (same formula, charge and spin) (kJ/mol): 571.9
Total charge: 0

Last column: Mulliken charge in e.
CARTESIAN COORDINATES (ANGSTROEM)
O -1.325 0.174 -1.395  -0.31
N -1.046 0.982 0.797  -0.27
N -0.867 -0.848 -2.300  -0.47
C -0.721 0.313 -0.168  0.43
C 1.386 -1.088 1.239  -1.07
C -2.123 1.906 0.994  -0.82
C 1.830 0.016 -1.038  -1.01
C 1.114 -0.368 0.000  0.66
H 2.043 -0.359 1.932  0.23
H 2.939 -0.109 -1.192  0.27
H -1.710 2.954 1.084  0.26
H 0.435 -1.211 1.819  0.31
H 1.913 -2.070 1.104  0.30
H -2.657 1.778 2.037  0.25
H -2.985 1.885 0.373  0.33
H -1.441 -1.808 -2.115  0.27
H 0.163 -0.942 -2.198  0.35
H 1.348 0.626 -1.897  0.29

---

(6)
Formula: C2H5N
Source: the Open Molecules 2025 dataset
Level of theory: ωB97M-V/def2-TZVPD

Properties
Frontier orbital gap (eV): 10.634
Spin multiplicity: 1
Energy relative to the best compared isomer or geometry (same formula, charge and spin) (kJ/mol): 131.8
Total charge: 0

Last column: Mulliken charge in e.
CARTESIAN COORDINATES (ANGSTROEM)
N 1.482 -0.293 0.094  -0.50
C 0.398 0.276 -0.033  0.10
C -0.912 -0.382 0.000  -0.84
H 0.408 1.807 -0.223  0.16
H -1.592 0.020 -0.745  0.28
H -0.758 -1.448 -0.164  0.27
H 2.332 0.260 0.085  0.28
H -1.357 -0.240 0.986  0.25

---

Number 1: DFT total energy -10003.412 eV. Number 2: DFT total energy -36166.620 eV. Number 3: DFT total energy -29875.353 eV. Number 4: DFT total energy -31927.058 eV. Number 5: DFT total energy -10369.378 eV. Number 6: DFT total energy -3643.148 eV.